Entry 1:
Below is 5 unconnected molecules or ions with the total composition C25H63N5O12S2 at a distorted geometry, with properties calculated with ωB97M-V with the def2-TZVPD basis set.

SMILES string: CCCCO[C@@]1(S(C)(=O)=O)OS(=O)(=O)O[C@]1(O)CNC.COC[C@@H](C)N.COC[C@@H](C)N.COC[C@@H](C)N.COC[C@@H](C)N
Total charge: 0
LUMO energy, eV: 0.41

Each line ends with the Löwdin charge.
CARTESIAN COORDINATES (ANGSTROEM)
H 5.273 0.446 4.069  0.093
H 2.952 -2.035 4.681  0.122
H -3.472 -6.417 -3.850  0.118
H -4.182 3.635 0.022  0.137
H 1.156 8.187 0.220  0.079
S -0.266 0.417 -0.694  0.727
H -2.883 -2.838 -1.909  0.136
H -0.198 -3.096 -0.753  0.107
H -2.886 -8.059 -3.586  0.120
H -4.180 5.514 1.474  0.073
H 3.659 -0.924 -2.581  0.120
H 0.962 -0.849 5.820  0.071
C 2.747 6.897 -0.509  -0.434
O -4.938 1.488 2.500  -0.190
H 3.992 1.668 4.304  0.076
H 3.382 -1.296 1.388  0.061
N -2.585 -1.519 -0.286  -0.097
O -2.164 -0.435 -4.958  -0.197
C -5.696 2.039 3.559  -0.109
H -1.898 -9.269 -5.640  0.070
H 1.315 4.648 2.745  0.086
C -2.428 -1.860 -1.692  -0.123
C 4.252 -1.602 0.805  -0.095
H 3.686 1.432 6.454  0.064
H 0.451 5.825 1.741  0.092
C -2.487 -2.655 0.630  -0.104
H -1.447 -2.854 0.898  0.068
C -0.033 -0.785 -2.111  -0.458
C 1.919 5.620 -0.305  -0.218
O 1.315 -0.980 -2.339  -0.037
C -2.735 -7.159 -4.188  -0.214
H 4.038 -2.473 -1.804  0.113
N -1.917 -8.410 -6.183  0.037
N 1.568 -0.103 6.148  0.039
O -0.081 -0.257 0.571  -0.303
O -1.082 -2.269 -3.593  -0.118
C -4.682 4.619 1.840  -0.072
H 0.717 2.578 -0.691  0.073
H 4.857 0.189 6.918  0.078
C -0.974 -2.023 -2.167  -0.435
H 4.344 1.060 2.686  0.081
H -3.909 -8.082 -5.698  0.133
H -6.117 2.392 1.061  0.119
C 3.499 -1.126 4.948  -0.209
H 1.916 1.280 -0.390  0.061
H 2.664 7.154 -1.569  0.135
H 0.846 5.818 -0.431  0.122
H -2.970 -3.567 0.258  0.086
C 1.440 5.462 2.032  -0.099
C 4.285 0.781 3.739  -0.105
H -4.755 1.417 0.506  0.115
H -5.757 4.755 1.701  0.077
H -2.144 -5.858 -6.796  0.065
O 2.154 4.948 0.919  -0.201
H 3.505 0.590 7.981  0.076
N -2.785 3.134 1.471  0.051
H 4.237 6.290 0.717  0.069
S -0.930 -0.921 -4.455  0.647
H 2.686 9.012 -0.093  0.076
C 4.312 -0.805 -0.513  -0.248
H -3.529 -6.634 -7.541  0.075
H 4.542 5.976 -0.829  0.070
H 1.863 -1.350 -0.343  0.102
H 3.901 0.196 -0.362  0.091
H -2.422 2.382 0.890  0.038
N 4.168 6.693 -0.213  0.038
O -1.523 1.113 -0.841  -0.301
H -2.978 -2.377 1.563  0.087
C 3.800 0.463 6.940  -0.071
H -0.825 -5.214 -5.189  0.083
H 5.355 -0.700 -0.818  0.105
C -4.174 3.392 1.089  -0.431
H -3.765 -5.568 -6.153  0.078
H 2.205 4.907 -1.085  0.114
C -2.965 -7.529 -5.661  -0.435
H 1.995 6.263 2.527  0.075
C 3.567 -1.499 -1.660  -0.156
H -2.050 -4.734 -3.982  0.083
H 1.559 0.579 5.394  0.069
C 2.937 -0.609 6.280  -0.434
O -0.466 -0.003 -3.218  -0.129
H -5.898 1.238 4.270  0.086
C -1.167 -5.353 -4.160  -0.100
H 4.558 -1.404 5.046  0.120
C -3.106 -6.324 -6.585  -0.070
H -4.481 4.553 2.910  0.063
C 2.242 8.093 0.290  -0.070
H 1.847 -2.774 -1.390  0.124
O -1.427 -6.720 -3.884  -0.183
H 2.908 -1.467 6.958  0.134
C 1.053 1.586 -0.978  -0.086
H 4.159 -2.667 0.586  0.078
H 1.339 1.544 -2.028  0.081
H -1.021 -7.971 -5.992  0.069
H -3.524 -1.152 -0.193  0.111
H 5.136 -1.418 1.411  0.070
H -6.650 2.440 3.203  0.089
H 2.512 8.022 1.343  0.064
C -5.063 2.151 1.256  -0.206
H -0.373 -5.028 -3.495  0.077
H -2.792 2.740 2.409  0.072
H -2.947 -1.132 -2.316  0.137
C 2.069 -1.710 -1.354  -0.158
O -0.438 -3.207 -1.682  0.069
H -5.144 2.824 4.082  0.075
O 3.323 -0.250 3.852  -0.207
O 0.143 -1.132 -5.367  -0.199

Entry 2:
Below is 2 unconnected molecules or ions with the total composition C5H14NS, with properties calculated with ωB97M-V with the def2-TZVPD basis set.

Total charge: -1
Relative energy (zero: lowest compared OMol25 entry of this formula, charge and spin), kcal per mole: 16.9
LUMO energy, eV: 4.06

Each line ends with the Löwdin charge.
CARTESIAN COORDINATES (ANGSTROEM)
C 0.567 1.475 1.457  -0.187
H -1.441 1.916 1.746  0.088
H 0.989 1.446 2.480  0.062
S 0.601 -1.268 -0.730  0.250
H 1.063 0.783 0.763  -0.014
H -3.320 0.122 1.441  0.054
C -2.503 -0.584 1.257  -0.136
H -2.837 -1.561 1.627  0.059
H 3.162 -0.831 -2.293  0.043
N -0.847 1.160 1.440  -0.160
H 2.229 0.643 -2.169  0.043
H 0.973 -2.037 -2.960  0.013
H -1.355 -0.181 3.046  0.096
C 0.963 -1.039 -2.515  -0.798
H 2.488 -0.108 -3.762  0.044
C 2.292 -0.312 -2.695  -0.265
H 0.723 2.491 1.078  0.063
H -0.437 -0.846 1.646  0.037
C -1.215 -0.148 1.950  -0.354
H 0.192 -0.435 -3.001  0.027
H -2.287 -0.686 0.194  0.036

Entry 3:
Below is a molecular structure, C27H26AgN2P2, with properties calculated with ωB97M-V with the def2-TZVPD basis set.

Total charge: +1
LUMO energy, eV: -2.17

Each line ends with the Löwdin charge.
CARTESIAN COORDINATES (ANGSTROEM)
C 0.705 1.007 -3.459  -0.098
C -4.955 -1.190 2.377  -0.066
H 2.351 2.908 5.657  0.095
C 4.056 -3.055 -1.110  -0.068
C -1.387 2.323 -0.553  -0.121
C 0.695 -1.291 -5.016  -0.061
C 0.515 1.102 -4.828  -0.067
C -4.799 -0.409 1.236  -0.063
C 3.210 2.387 5.238  -0.025
P -0.727 0.096 1.118  0.935
C -3.535 -0.012 0.840  -0.094
H -1.196 -1.889 -1.991  0.076
C -1.320 4.597 0.230  -0.071
P 1.031 -0.302 -1.066  0.901
H 4.464 -4.642 0.276  0.109
H -1.571 1.607 -1.345  0.094
H 3.450 1.524 5.856  0.097
C -2.413 -0.401 1.576  -0.384
C -0.968 1.869 0.698  -0.432
C 2.044 -1.782 -0.709  -0.383
C -1.560 3.678 -0.785  -0.068
H -3.973 -2.180 4.004  0.108
C 3.191 -2.030 -1.462  -0.105
C 1.795 -2.563 0.418  -0.116
C -2.578 -1.182 2.714  -0.103
C -0.908 4.157 1.478  -0.077
C -3.850 -1.575 3.117  -0.073
H -0.413 2.458 2.691  0.090
H 0.930 -2.367 1.039  0.078
N 2.679 1.575 2.825  0.091
C 0.885 -0.240 -2.860  -0.364
H -2.309 -1.722 -0.641  0.070
N -0.544 -0.582 -0.494  -0.513
H 2.449 -4.195 1.639  0.109
H 4.939 -3.241 -1.707  0.110
Ag 1.838 1.052 0.858  0.574
H -0.726 4.870 2.271  0.107
H -5.945 -1.495 2.689  0.110
H 0.726 1.906 -2.854  0.096
H 0.693 -2.186 -5.624  0.112
H -5.666 -0.107 0.663  0.111
C 3.790 -3.840 0.004  -0.071
C 0.884 -1.391 -3.646  -0.098
C -1.257 -1.800 -0.906  -0.118
C 0.509 -0.048 -5.605  -0.062
H -0.849 -2.707 -0.458  0.076
C -0.728 2.799 1.709  -0.138
H 4.064 3.060 5.202  0.098
H 0.381 2.071 -5.289  0.110
C 2.660 -3.590 0.768  -0.071
H -1.456 5.655 0.045  0.109
C 2.898 1.937 3.887  -0.199
H 3.416 -1.427 -2.335  0.109
H -1.711 -1.487 3.289  0.095
H -3.417 0.606 -0.042  0.104
H 0.365 0.024 -6.675  0.112
H -1.889 4.020 -1.758  0.110
H 1.034 -2.363 -3.193  0.111

| no. | calculated total energy (eV) |
| --- | --- |
| 1 | -80633.2284 |
| 2 | -17737.6660 |
| 3 | -53973.3429 |